Record 1
A molecular structure, C9H10N3O13P2Re, computed with ωB97M-V with the def2-TZVPD basis set.

```
38
Properties=species:S:1:pos:R:3:forces:R:3:lowdin_charge:R:1
Re 0.42682 -0.66579 -0.55177 -0.4 -0.3 0.0 1.781
O 4.27083 0.11530 -1.16652 0.0 0.0 0.0 0.199
C 3.18760 0.42419 -0.80028 0.1 0.0 0.1 -0.456
O 2.27076 -0.51750 -0.38460 0.0 0.1 -0.1 -0.210
C 2.70237 1.82844 -0.64903 0.0 -0.1 0.0 -0.038
C 3.64567 2.84649 -0.63015 0.0 0.1 0.0 0.110
C 3.21619 4.14695 -0.47194 0.0 0.0 0.0 -0.083
C 1.88288 4.47989 -0.33115 0.0 0.0 0.0 0.118
C 0.95479 3.46094 -0.34348 0.0 0.0 0.0 -0.034
C 1.35078 2.14040 -0.52286 0.0 0.0 0.0 -0.183
O 0.42579 1.15397 -0.65168 0.0 0.2 0.0 -0.238
N -0.46585 3.80137 -0.14660 0.0 0.0 0.0 -0.334
O -0.82942 4.87527 -0.56234 0.0 0.0 0.0 0.133
O -1.14996 2.98707 0.43893 0.0 0.0 0.0 0.107
N 4.22241 5.23470 -0.44737 0.0 0.0 -0.1 -0.345
O 3.80320 6.36024 -0.30394 0.0 0.0 0.0 0.115
O 5.37908 4.90904 -0.58270 0.0 0.0 0.0 0.116
H 4.69778 2.62255 -0.73976 0.0 0.0 0.0 0.149
H 1.57288 5.50885 -0.21394 0.0 0.0 0.0 0.148
N -2.98592 -3.32688 -1.01142 0.0 0.0 0.0 0.192
C -2.34604 -3.00564 0.33393 0.0 0.0 0.0 -0.493
C -3.14155 -3.74884 1.40805 0.0 0.0 0.0 -0.056
P -2.57402 -1.17454 0.48399 0.1 -0.1 -0.1 0.352
O -1.97622 -0.83249 1.90408 -0.1 0.0 0.0 -0.091
O -3.98521 -0.90173 0.22484 0.0 0.0 0.0 -0.218
O -1.54440 -0.63032 -0.56127 0.2 0.1 0.1 -0.455
P -0.64983 -3.71349 0.18984 0.0 0.1 -0.1 0.412
O -0.18812 -3.89542 1.67755 0.0 0.0 0.0 -0.065
O -0.71990 -4.87919 -0.69118 0.0 0.0 0.0 -0.222
O 0.25533 -2.52305 -0.34529 0.1 0.0 0.1 -0.448
H -4.00089 -3.20932 -0.94020 0.0 0.0 0.0 0.170
H -2.73082 -4.28856 -1.27963 0.0 0.0 0.0 0.155
H -2.66190 -2.69534 -1.74968 0.0 0.0 0.0 0.166
H -4.17905 -3.41083 1.40121 0.0 0.0 0.0 0.099
H -2.71868 -3.53766 2.38723 0.0 0.0 0.0 0.095
H -3.10869 -4.82796 1.24748 0.0 0.0 0.0 0.103
H -2.59845 -0.39720 2.50567 0.0 0.0 0.0 0.122
H 0.28976 -4.71390 1.87601 0.0 0.0 0.0 0.128
```
Positions in Å, forces in eV/Å.

- ⟨S²⟩ = 0.79
- total energy (eV) = -61283.6306
- 2S+1 = 2
- charge = +1
- largest force on an atom (eV/A) = 0.495

***

Record 2
A gas-phase ion, C9H10N3O2 (charge +1) at a distorted geometry, computed with ωB97M-V with the def2-TZVPD basis set.

```
24
Properties=species:S:1:pos:R:3:forces:R:3:lowdin_charge:R:1
C 3.18529 1.45641 -0.04523 -3.2 -0.8 0.7 -0.004
C 2.20221 1.86691 -0.96053 0.5 -1.0 -1.0 0.005
C 2.91291 0.42918 0.86500 0.5 0.6 -1.0 -0.008
C 0.97188 1.19068 -1.02762 0.5 2.1 -0.6 0.024
C 1.65154 -0.10301 0.86771 2.0 -2.5 1.1 0.001
C 0.76099 0.21583 -0.09294 -4.0 -0.9 0.1 -0.185
C -1.73782 0.08696 0.06932 -1.8 6.1 -0.7 -0.219
C -0.71140 -1.96624 0.06807 -1.1 1.3 5.1 -0.048
C -2.18715 -2.14729 -0.14688 -3.8 -0.6 -1.2 -0.080
N -0.52870 -0.48287 0.05412 4.1 -1.4 -0.2 0.111
N -2.73932 -0.76334 0.04422 1.5 -3.4 -0.6 0.184
N -1.99494 1.56825 0.21583 1.5 -5.8 0.2 -0.411
O -1.31499 2.07619 1.03959 2.2 2.1 1.9 0.107
O -2.84923 2.02914 -0.44272 -2.9 1.5 -1.9 0.117
H 3.99757 2.03061 0.20544 2.3 1.2 -0.5 0.098
H 2.58790 2.51564 -1.75390 -0.9 0.3 0.4 0.131
H 3.80961 0.09729 1.35275 -0.4 -0.4 1.1 0.124
H 0.16850 1.50566 -1.69022 0.3 -0.2 -0.2 0.137
H 1.35959 -0.96547 1.44177 0.4 0.0 0.7 0.124
H -0.49296 -2.42122 1.15330 0.1 1.0 -2.3 0.198
H -0.16381 -2.37382 -0.67237 2.2 -1.5 -2.2 0.102
H -2.44665 -2.45839 -1.23548 0.7 0.5 1.6 0.168
H -2.78438 -2.91088 0.49984 1.4 1.4 -0.8 0.170
H -3.65663 -0.47625 0.19092 -1.9 0.2 0.2 0.154
```
Positions in Å, forces in eV/Å.

- ⟨S²⟩ = 2.02
- total energy (eV) = -18045.6774
- 2S+1 = 3
- charge = +1
- largest force on an atom (eV/A) = 6.383

***

Record 3
A molecular structure, C9H10N3ReS2, computed with ωB97M-V with the def2-TZVPD basis set.

```
25
Properties=species:S:1:pos:R:3:forces:R:3:lowdin_charge:R:1
Re -0.43976 -0.07330 -1.11918 -0.1 0.0 -0.1 1.075
C -4.69940 -2.43198 0.92713 0.0 0.0 0.0 -0.410
S -3.68831 -1.46134 2.05958 0.1 0.0 0.0 0.927
C -2.32226 -1.01826 1.10358 -0.1 0.1 0.2 -1.042
S -2.14030 -1.56135 -0.56426 0.0 0.0 -0.1 0.579
N -1.43288 -0.30184 1.72402 0.1 0.0 -0.1 -0.066
N -0.36336 0.00297 0.91036 0.0 -0.1 0.2 -0.218
C 0.75269 0.30394 1.48182 0.0 0.0 0.0 -0.016
C 1.86354 0.61696 0.60549 0.0 0.0 0.0 -0.239
C 3.11940 0.97776 1.05901 0.0 0.0 0.0 0.022
C 4.10167 1.28115 0.12855 0.0 0.0 0.0 -0.008
C 3.79858 1.21059 -1.22193 0.0 0.0 0.0 -0.013
C 2.52592 0.83254 -1.60781 0.0 0.0 -0.1 -0.082
N 1.57062 0.53797 -0.71779 0.0 0.0 0.0 -0.067
H -5.57668 -2.70154 1.51225 0.0 0.0 0.0 0.044
H -4.18749 -3.33795 0.61486 0.0 0.0 0.0 0.036
H -5.00742 -1.84469 0.06687 0.0 0.0 0.0 0.035
H 0.82876 0.29975 2.56201 0.0 0.0 0.0 0.151
H 3.31648 1.02038 2.12092 0.0 0.0 0.0 0.132
H 5.09040 1.57174 0.45565 0.0 0.0 0.0 0.128
H 4.53429 1.44426 -1.97731 0.0 0.0 0.0 0.124
H 2.24497 0.76700 -2.64961 0.0 0.0 0.0 0.123
C -1.11816 1.22567 -2.15698 0.1 0.1 0.2 -0.240
H -1.13947 0.47420 -3.01684 0.1 -0.1 0.0 0.009
H -1.63183 2.16537 -2.30039 -0.1 0.0 -0.1 0.016
```
Positions in Å, forces in eV/Å.

- ⟨S²⟩ = 0.76
- total energy (eV) = -37757.4871
- 2S+1 = 2
- charge = +1
- largest force on an atom (eV/A) = 0.255

***

Record 4
C9H10N4 in the gas phase at a distorted geometry, computed with ωB97M-V with the def2-TZVPD basis set.

```
23
Properties=species:S:1:pos:R:3:forces:R:3:lowdin_charge:R:1
C -2.15267 -1.89338 -0.19684 -2.7 -2.4 -1.9 -0.122
C -2.48611 -0.53534 -0.18554 0.5 0.0 0.0 -0.056
C -0.51255 2.55502 -0.08280 -0.3 -0.6 1.3 -0.078
C -1.60409 1.88372 0.35239 3.7 -3.0 -1.7 0.012
C -0.91020 -2.37070 0.03119 2.2 0.7 1.0 -0.050
C 0.74575 1.95347 -0.54289 2.0 2.3 -1.8 -0.132
C -1.54973 0.33367 0.33469 -0.8 1.9 0.5 -0.182
C 0.05729 -1.47717 0.58481 -0.7 1.4 -1.2 -0.312
C -0.37385 -0.20310 0.85088 -0.8 1.2 1.3 -0.057
N 1.43059 -1.41668 0.46741 -0.2 -1.9 1.5 0.069
N 1.20667 0.79363 -0.47281 -2.5 0.5 0.0 -0.037
N 1.91550 -0.20198 -0.61894 2.8 -0.9 0.1 -0.110
N 3.28751 0.11207 -0.29783 0.6 -1.1 -1.7 0.044
H -2.91489 -2.68204 -0.63625 1.4 1.9 1.0 0.141
H -3.38475 -0.23252 -0.68776 -0.3 0.3 0.1 0.102
H -0.38423 3.64974 0.01254 -0.6 -0.7 -0.2 0.105
H -2.39598 2.39829 0.68248 -3.1 1.7 1.1 0.056
H -0.57203 -3.36474 -0.15492 -0.3 -0.8 -0.3 0.095
H 1.35269 2.77408 -1.08917 -0.4 -1.3 0.7 0.127
H 0.25168 0.39775 1.49863 -0.1 0.1 -0.1 0.128
H 1.58342 -2.35110 0.11638 1.6 0.0 -0.9 0.084
H 4.00107 -0.61388 -0.59471 -1.8 1.1 0.8 0.104
H 3.40891 0.49118 0.62908 -0.1 -0.4 0.3 0.069
```
Positions in Å, forces in eV/Å.

- total energy (eV) = -15448.7434
- 2S+1 = 1
- SMILES = NN1/N=C/C=C\c2cccc(c2)N1
- largest force on an atom (eV/A) = 5.082

***

Record 5
A gas-phase ion, C9H10NO3 (charge -1) at a distorted geometry, computed with ωB97M-V with the def2-TZVPD basis set.

```
23
Properties=species:S:1:pos:R:3:forces:R:3:lowdin_charge:R:1
C 0.52982 -2.58285 0.22553 2.6 1.9 1.5 -0.065
C -0.46463 -1.53618 0.26332 -1.9 -2.3 0.0 -0.153
C 1.87695 -2.24588 0.30903 -2.9 -2.8 -0.6 -0.061
C -0.19502 -0.28212 0.02133 4.3 2.8 -1.6 0.000
C 1.88388 0.09167 -0.15608 -6.4 -2.7 1.3 0.188
C 2.07797 1.58892 -0.24000 0.7 -1.4 0.1 -0.819
C -1.34860 1.55493 1.09273 -1.3 1.0 0.1 -0.072
C -2.34476 0.57568 -1.14436 4.0 -0.8 0.5 -0.033
C -1.06447 0.93017 -0.23045 0.5 -1.4 -1.1 -0.393
N 2.46928 -1.04689 0.09831 -0.2 3.5 -1.2 -0.288
O 1.74912 2.03757 -1.31212 -0.8 1.2 -2.5 0.000
O 3.73453 -1.05901 -0.05481 2.4 -0.6 0.3 -0.131
O 2.44673 2.09593 0.79268 0.6 1.0 2.1 0.019
H 0.23416 -3.60133 0.36608 0.0 -0.4 0.0 0.078
H -1.52846 -1.91445 0.46663 1.3 0.8 -0.5 0.122
H 2.66291 -2.97702 0.36569 0.0 -0.4 0.1 0.110
H -1.58276 0.78897 1.82402 -0.2 0.0 0.3 0.076
H -2.25358 2.07867 0.78574 -0.3 0.6 1.2 0.065
H -0.62369 2.26839 1.51376 0.0 -0.5 -0.5 0.092
H -1.90113 0.71386 -2.14313 -0.6 -1.0 0.0 0.087
H -3.07983 1.27436 -1.08748 -2.2 2.2 0.6 0.018
H -2.73720 -0.38608 -0.87749 -0.2 -0.6 -0.4 0.051
H -0.54123 1.63269 -0.87893 0.5 0.0 0.4 0.109
```
Positions in Å, forces in eV/Å.

- total energy (eV) = -17123.3248
- 2S+1 = 1
- charge = -1
- largest force on an atom (eV/A) = 7.058